{"formula": "C18H16Br36N2OS2", "method": "ωB97M-V with the def2-TZVPD basis set", "homo_energy_ev": -8.46, "mol_weight_g_mol": 3217.02, "orbital_gap_ev": 6.6977, "charge": 0, "species": ["Br", "Br", "Br", "Br", "Br", "Br", "Br", "Br", "Br", "Br", "Br", "Br", "Br", "Br", "Br", "Br", "Br", "Br", "Br", "Br", "Br", "Br", "Br", "Br", "Br", "Br", "Br", "Br", "Br", "Br", "Br", "Br", "Br", "Br", "Br", "Br", "S", "S", "O", "N", "N", "C", "C", "C", "C", "C", "C", "C", "C", "C", "C", "C", "C", "C", "C", "C", "C", "C", "C", "H", "H", "H", "H", "H", "H", "H", "H", "H", "H", "H", "H", "H", "H", "H", "H"], "xyz": [[10.68, 0.85, 1.29], [13.38, -4.84, -3.22], [11.43, 1.84, -1.67], [10.82, 4.49, -4.27], [-4.22, -4.10, 2.12], [6.86, 1.78, -1.66], [-5.25, -6.61, 0.39], [-3.26, -1.64, -6.37], [-3.31, -11.75, 1.15], [-5.91, -10.13, 2.10], [12.27, 6.32, -2.06], [-0.38, 0.97, -0.97], [-4.92, 0.61, -4.79], [-10.56, -1.09, 4.44], [-2.16, 7.99, -4.53], [-3.67, -10.97, 4.24], [0.48, 7.21, -2.88], [2.60, 2.17, -0.77], [13.95, 4.09, -3.64], [4.82, 2.24, -4.10], [5.80, 4.74, -2.34], [-5.13, -2.13, 0.53], [-7.67, 5.19, 5.78], [13.99, -1.71, -3.61], [-7.62, -0.94, 3.15], [11.20, -1.30, -1.04], [-7.37, -1.27, -1.61], [0.54, 3.33, -2.95], [-0.30, 5.57, -5.53], [-5.63, 4.03, 7.98], [-3.19, -7.07, 2.82], [15.41, -3.35, -1.23], [-6.39, -1.21, -6.99], [-4.77, -2.89, -2.57], [-8.61, 2.85, 7.77], [-9.09, -3.78, 3.47], [-5.18, -1.71, 2.89], [-4.88, 3.21, 4.06], [0.25, 1.66, 2.26], [-5.40, -0.04, 3.33], [-3.51, -1.90, 2.38], [-6.03, -2.59, -1.13], [-2.13, 2.41, 3.09], [6.26, 3.00, -3.06], [-9.32, -1.87, 3.17], [12.47, 5.35, -3.72], [0.74, 2.54, -1.19], [-3.06, -0.51, 2.59], [-7.48, 4.41, 7.55], [-0.36, 7.29, -4.63], [-4.08, 0.56, 3.14], [10.55, 0.48, -0.61], [-3.60, 2.03, 3.41], [-1.57, -0.16, 2.25], [14.69, -3.43, -3.03], [-4.57, -11.44, 2.59], [-4.72, -0.37, -6.45], [-1.13, 1.32, 2.52], [-3.79, -5.86, 1.42], [-4.47, 0.36, -7.22], [-9.76, -1.76, 2.18], [12.72, 6.08, -4.49], [9.49, 0.50, -0.87], [-5.08, -12.38, 2.77], [-6.01, 2.86, 3.30], [0.40, 3.28, -0.47], [0.22, 7.98, -5.23], [-2.95, -5.73, 0.74], [-1.75, 3.48, 3.26], [15.52, -3.67, -3.69], [7.10, 3.14, -3.73], [0.76, 1.30, 3.04], [-7.83, 5.16, 8.26], [-0.82, -0.94, 1.85], [-6.56, -3.53, -0.97]], "mulliken_charge": [-0.017, -0.010, 0.089, 0.006, 0.336, 0.041, -0.071, -0.021, -0.009, 0.002, 0.007, -0.014, 0.012, -0.047, -0.018, -0.023, -0.022, 0.022, -0.016, 0.010, 0.011, 0.309, -0.034, 0.004, 0.174, 0.015, -0.076, 0.026, -0.054, -0.011, -0.047, 0.001, -0.021, -0.027, 0.003, -0.053, 0.259, -0.165, -0.419, -0.536, -0.588, -0.347, -0.566, -0.284, -0.346, -0.379, -0.336, 0.559, -0.315, -0.292, 0.008, -0.061, 0.142, -0.485, -0.332, -0.323, -0.316, 0.068, -0.354, 0.336, 0.372, 0.358, -0.037, 0.335, 0.188, 0.335, 0.350, 0.379, 0.366, 0.330, 0.253, 0.291, 0.343, 0.413, 0.321]}

{"formula": "C4H4O", "method": "ωB97M-V with the def2-TZVPD basis set", "smiles": "C=C1CC1=O", "homo_energy_ev": -8.94, "mol_weight_g_mol": 68.08, "de_lowest_kj_mol": 332.08, "orbital_gap_ev": 8.9083, "charge": 0, "species": ["O", "C", "C", "C", "C", "H", "H", "H", "H"], "xyz": [[-3.19, -0.57, 0.00], [0.69, -1.18, 0.01], [-1.98, -0.25, 0.01], [-1.09, 0.99, -0.04], [-0.31, -0.31, 0.02], [-1.11, 1.77, -0.75], [1.64, -0.78, -0.21], [-0.87, 1.62, 0.97], [0.59, -2.30, 0.13]], "mulliken_charge": [-0.517, -0.630, 0.401, -0.496, 0.217, 0.314, 0.268, 0.186, 0.257]}

{"formula": "C14H16B2NO28S3", "method": "ωB97M-V with the def2-TZVPD basis set", "s_squared": 0.7589, "homo_energy_ev": [-9.28, -9.28], "multiplicity": 2, "mol_weight_g_mol": 764.09, "de_lowest_kj_mol": 0.00, "orbital_gap_ev": [5.7513, 1.7510], "charge": 0, "species": ["S", "S", "S", "O", "O", "O", "O", "O", "O", "O", "O", "O", "O", "O", "O", "O", "O", "O", "O", "O", "O", "O", "O", "O", "O", "O", "O", "O", "O", "O", "O", "N", "C", "C", "C", "C", "C", "C", "C", "C", "C", "C", "C", "C", "C", "C", "B", "B", "H", "H", "H", "H", "H", "H", "H", "H", "H", "H", "H", "H", "H", "H", "H", "H"], "xyz": [[-17.78, -7.10, 16.04], [-23.02, -2.83, 15.60], [-22.96, -7.41, 16.14], [-17.22, -6.74, 10.94], [-19.07, -1.10, 18.26], [-23.60, -1.73, 14.49], [-18.70, -3.81, 12.19], [-21.51, -7.70, 16.78], [-15.85, -4.87, 10.83], [-17.11, -7.19, 14.54], [-16.18, -1.87, 18.03], [-19.03, -1.55, 16.09], [-16.62, -6.12, 16.69], [-17.77, -3.95, 8.99], [-19.37, -10.50, 10.30], [-23.30, -2.52, 17.03], [-19.00, -6.36, 15.94], [-17.85, -1.01, 13.93], [-18.02, -0.95, 11.69], [-24.01, -4.01, 15.14], [-18.68, -6.05, 9.36], [-18.39, -8.49, 9.75], [-22.85, -6.77, 14.79], [-23.03, -9.05, 15.88], [-20.90, -8.92, 12.08], [-21.58, -3.15, 15.18], [-23.90, -6.99, 17.17], [-17.82, -8.32, 16.81], [-18.43, -3.20, 14.37], [-19.61, -7.14, 11.28], [-16.76, -2.03, 15.79], [-20.51, -5.45, 13.90], [-21.54, -8.76, 17.63], [-17.83, -5.06, 9.60], [-18.49, -1.41, 17.26], [-16.86, -5.57, 10.48], [-24.59, -3.60, 13.85], [-18.50, -3.00, 13.08], [-24.90, -2.13, 13.97], [-19.15, -9.29, 10.48], [-18.21, -1.55, 12.74], [-16.15, -6.25, 14.32], [-15.65, -5.65, 15.64], [-22.17, -9.81, 16.69], [-16.99, -1.77, 17.09], [-20.01, -8.38, 11.39], [-18.47, -7.11, 10.35], [-18.02, -1.95, 15.07], [-19.97, -5.34, 13.06], [-16.42, -5.37, 13.72], [-25.03, -1.71, 12.98], [-25.68, -1.82, 14.66], [-21.19, -6.19, 13.84], [-25.50, -4.11, 13.55], [-14.70, -6.05, 16.00], [-15.64, -4.56, 15.56], [-20.63, -9.08, 18.12], [-22.27, -8.40, 18.37], [-24.01, -3.92, 12.98], [-20.88, -4.56, 14.20], [-19.97, -5.71, 14.71], [-15.27, -6.73, 13.91], [-21.40, -10.24, 16.05], [-22.67, -10.62, 17.22]], "lowdin_spin": [0.000, 0.000, 0.000, 0.001, 0.000, 0.000, 0.001, 0.000, 0.001, 0.000, 0.000, 0.000, 0.000, 0.003, 0.462, 0.000, 0.000, 0.000, 0.000, 0.000, 0.002, 0.075, 0.000, 0.000, 0.241, 0.000, 0.000, 0.000, 0.000, 0.053, 0.000, 0.001, 0.000, 0.000, 0.000, 0.000, 0.000, 0.000, 0.000, 0.078, 0.000, 0.000, 0.000, 0.000, 0.000, 0.075, 0.005, 0.000, 0.001, 0.000, 0.000, 0.000, 0.001, 0.000, 0.000, 0.000, 0.000, 0.000, 0.000, 0.000, 0.000, 0.000, 0.000, 0.000]}

{"formula": "C4H5N3", "method": "ωB97M-V with the def2-TZVPD basis set", "homo_energy_ev": -9.26, "mol_weight_g_mol": 95.11, "de_lowest_kj_mol": 706.17, "orbital_gap_ev": 7.8760, "charge": 0, "species": ["N", "N", "N", "C", "C", "C", "C", "H", "H", "H", "H", "H"], "xyz": [[2.16, -0.65, -0.14], [-1.35, -0.93, -0.23], [-2.15, 0.21, -0.25], [-0.22, -0.47, 0.17], [0.40, 0.97, -0.06], [1.06, -1.32, 0.10], [1.79, 0.71, -0.16], [-0.34, 1.85, 0.03], [-1.72, 0.84, 1.01], [-2.95, -0.19, 0.07], [2.78, 1.31, -0.27], [0.56, -2.33, -0.26]], "mulliken_charge": [-0.501, -0.241, -0.567, 0.518, -0.069, -0.128, -0.442, 0.209, 0.319, 0.289, 0.353, 0.258]}